# 1
Molecular formula: C22H66O11S11
Method: DFT, ωB97M-V/def2-TZVPD

Element x y z (Å)
C  5.152  0.817  2.567
H  2.273  0.501  2.551
H  -0.417  -4.607  -1.183
H  2.853  2.794  -4.697
H  4.453  0.751  -0.917
H  4.405  3.104  -1.263
C  1.406  -2.172  3.776
H  -2.546  5.815  -4.937
H  2.481  -1.834  1.083
H  -3.070  1.541  -0.564
C  -3.492  1.297  -1.533
H  -1.526  0.717  0.953
S  0.340  0.670  -0.703
S  1.168  -3.835  0.531
H  -3.263  4.092  -5.046
C  2.221  -2.453  0.271
O  -0.098  -3.274  1.177
H  -4.123  0.461  -1.305
O  1.796  0.785  -0.191
S  -3.350  -2.681  4.553
H  0.379  2.581  -4.115
H  3.864  -3.611  5.517
H  -5.345  1.060  -3.624
C  -0.420  0.603  0.899
H  -1.896  4.633  -5.904
O  -3.813  3.833  -2.118
H  1.013  -1.716  4.683
C  -0.185  2.381  -0.989
H  2.096  -3.373  5.640
H  -1.105  2.442  -1.511
C  3.149  2.702  -3.625
H  -2.811  1.146  -2.319
H  -3.873  0.552  2.505
H  2.712  3.134  -0.891
H  -1.362  2.075  -4.497
S  3.157  4.263  -2.900
H  0.365  -3.059  -1.493
H  -2.434  -0.990  -1.407
H  5.941  0.917  -3.607
H  -4.912  -2.132  -0.951
C  3.070  -2.922  5.458
O  -5.655  -0.694  4.184
C  -2.014  -1.531  4.493
O  -2.281  -3.655  -2.858
H  -0.141  3.065  -0.177
S  3.187  -2.236  3.823
O  7.051  -0.259  -0.524
C  -2.410  4.748  -4.971
C  -4.968  2.103  -3.584
C  -4.398  -0.216  2.043
O  -3.178  -3.622  5.753
H  -1.141  -1.913  -0.810
C  -2.188  -1.921  -0.808
H  -0.247  -0.195  1.597
S  -2.932  -3.345  -1.492
H  -2.614  -1.680  0.152
H  -6.179  -2.018  0.968
H  0.541  2.794  -1.696
H  -4.564  0.109  1.009
S  6.395  -0.470  -1.871
C  4.666  -0.171  -1.491
H  3.264  -2.183  6.262
H  -2.671  -3.329  2.291
S  4.096  1.763  3.575
H  -5.690  2.807  -3.997
H  4.158  2.266  -3.554
H  -1.793  -4.230  3.519
C  6.698  0.981  -2.780
H  -7.406  -2.279  2.148
H  -5.212  -3.509  -2.030
O  -0.052  5.267  -3.883
H  1.910  -1.808  -0.507
C  -6.304  -2.095  2.025
O  3.778  0.871  4.800
H  3.142  -2.973  -0.130
H  6.171  0.813  2.972
H  -0.393  2.925  -5.643
C  2.604  1.585  2.674
H  -2.094  -0.809  3.752
H  4.824  -0.233  2.627
H  -3.818  -1.114  2.024
C  -2.686  -3.736  3.252
S  -4.685  2.574  -1.883
H  3.651  4.608  -0.617
O  3.461  -3.515  3.025
C  -0.589  2.849  -4.571
H  1.313  -4.476  -1.739
S  -1.217  4.287  -3.783
C  -4.555  -2.685  -1.783
H  -0.104  1.444  1.473
H  7.730  1.056  -3.160
H  5.166  1.030  1.512
H  1.074  -3.153  3.566
H  -3.959  2.221  -3.954
C  0.591  -4.057  -1.164
H  -1.822  -0.999  5.435
H  4.335  -1.046  -0.892
H  -4.500  -1.954  -2.558
H  -3.373  -4.615  3.280
H  2.438  2.073  -3.130
H  4.072  -0.204  -2.435
H  2.739  1.997  1.657
C  3.549  3.737  -1.271
H  -5.788  -2.837  2.530
S  -6.017  -0.420  2.728
H  6.445  1.888  -2.219
O  4.430  5.046  -3.285
H  1.224  -1.695  2.859
H  -1.171  -2.193  4.255
H  1.873  2.184  3.088

Highest occupied orbital energy: -8.65 eV
Total energy: -165580.8862 eV
2S+1: 1
Lowest unoccupied orbital energy: -0.508 eV
Relative energy (zero: lowest compared OMol25 entry of this formula, charge and spin): 5.483 eV

=====

# 2
Molecular formula: C32H49NOsP2
Method: DFT, ωB97M-V/def2-TZVPD

Element x y z (Å)
P  2.020  0.880  0.256
H  -0.671  1.521  2.870
Os  -0.351  0.598  -0.081
H  -0.620  0.664  -6.394
H  2.698  -4.587  -1.174
H  -0.678  -4.713  3.519
C  4.420  2.269  -0.458
H  -4.080  2.535  1.501
C  2.959  2.017  -0.842
C  -1.043  -3.846  2.994
H  -3.831  -1.970  2.793
H  4.481  2.831  0.472
H  4.866  -3.043  -2.803
H  3.947  -0.455  2.226
C  -1.542  1.107  3.403
H  0.616  -3.805  -0.163
C  -0.535  1.342  -3.110
H  4.879  2.873  -1.236
C  -0.496  1.046  -1.902
H  0.222  -0.239  -5.139
H  -2.363  2.964  1.482
C  1.443  -3.123  -0.284
H  -3.307  3.121  2.966
C  -0.578  1.685  -4.516
H  5.784  -2.592  -1.370
H  -3.685  -3.574  4.867
P  -2.452  0.030  1.000
C  4.927  -3.163  -1.720
H  -3.574  -2.069  -0.871
H  0.844  -3.446  2.074
H  3.857  0.652  3.585
H  1.171  3.214  -1.354
H  2.195  3.908  -0.068
H  -3.615  0.635  3.039
H  2.930  1.476  -1.797
H  -1.540  -0.159  -5.134
C  -0.649  -2.015  1.486
H  2.972  3.176  2.140
H  2.747  3.951  -1.727
C  3.784  0.586  2.502
C  3.684  -2.687  -1.084
C  2.358  -0.867  -0.151
H  -1.280  0.116  3.775
H  1.588  1.888  -4.667
C  -0.630  0.402  -5.337
C  -3.278  -4.216  4.086
C  -2.770  1.097  2.502
H  -1.835  2.833  -5.826
H  -6.090  -0.356  0.014
C  1.313  -1.785  0.101
H  4.590  1.188  2.089
H  -4.570  -1.032  -1.885
H  -1.820  3.454  -4.174
H  -5.215  -1.519  0.988
H  0.754  3.399  -4.274
C  -1.823  2.547  -4.776
C  -3.158  2.506  2.081
H  -4.120  -4.605  3.513
H  2.180  2.577  3.585
C  2.215  3.347  -0.997
H  5.097  -4.216  -1.514
C  -2.009  -1.574  1.718
C  -3.961  -0.093  -0.059
H  -2.766  -5.052  4.554
H  1.654  0.450  2.537
H  5.020  1.368  -0.350
C  2.179  2.523  2.499
C  -2.368  -3.451  3.203
C  2.410  1.092  2.061
N  0.125  -1.301  0.655
H  0.684  2.749  -5.909
C  -0.191  -3.147  2.167
C  -3.707  -1.043  -1.222
C  -2.820  -2.294  2.577
C  -5.241  -0.472  0.685
C  2.612  -3.557  -0.867
C  0.697  2.482  -4.854
H  -2.733  1.988  -4.561
H  -4.062  0.933  -0.450
H  4.360  -0.671  -0.898
C  3.537  -1.345  -0.722
H  -5.438  0.150  1.557
H  -1.723  1.749  4.261
H  1.226  2.923  2.140
H  -2.823  -0.758  -1.807

Highest occupied orbital energy (spin up / spin down): -13.31 / -14.19 eV
⟨S²⟩: 6.084
Total energy: -56498.7156 eV
Net charge: +2
2S+1: 5
Lowest unoccupied orbital energy (spin up / spin down): -6.326 / -8.169 eV
Relative energy (zero: lowest compared OMol25 entry of this formula, charge and spin): 0.000 eV

=====

# 3
Molecular formula: C2H2N2O2
Method: DFT, ωB97M-V/def2-TZVPD

Element x y z (Å)
H  2.276  -0.150  0.948
N  -0.153  0.947  -0.042
O  -1.450  -0.849  -0.290
C  -1.348  0.445  -0.173
N  0.195  -1.328  -0.216
O  2.022  -0.055  0.018
C  0.672  -0.135  -0.073
H  -2.214  1.124  -0.171

Highest occupied orbital energy: -11.09 eV
Total energy: -9179.2261 eV
2S+1: 1
Lowest unoccupied orbital energy: 0.188 eV
Relative energy (zero: lowest compared OMol25 entry of this formula, charge and spin): 2.560 eV

=====

# 4
Molecular formula: C8H19PS2
Method: DFT, ωB97M-V/def2-TZVPD

Element x y z (Å)
C  -2.611  0.893  -0.421
C  0.965  -0.443  -0.257
H  -0.854  -0.328  0.843
H  0.770  1.735  0.148
H  -0.752  1.215  -1.425
H  1.324  -2.521  0.240
S  1.770  2.818  4.022
H  -2.396  0.285  -3.034
H  -2.336  1.467  0.460
H  1.113  -1.619  -2.062
C  1.581  -1.539  0.630
H  -0.916  1.267  3.962
P  1.520  1.116  3.105
H  2.416  0.173  3.622
H  -0.950  -0.711  -2.987
H  -3.185  1.538  -1.082
H  1.199  -1.458  1.644
C  -0.569  -0.554  -0.187
H  2.664  -1.447  0.656
H  -0.850  -1.592  -0.376
H  2.579  -0.707  -1.693
H  1.174  0.124  -2.362
C  1.437  0.892  0.165
H  2.488  1.112  0.102
C  1.493  -0.670  -1.693
H  -2.411  -1.239  -2.155
H  -3.249  0.069  -0.110
S  -0.244  0.137  3.788
C  -1.369  0.358  -1.136
C  -1.801  -0.373  -2.406

Highest occupied orbital energy (spin up / spin down): -8.05 / -8.18 eV
Total energy: -39561.9561 eV
2S+1: 1
Lowest unoccupied orbital energy (spin up / spin down): -1.576 / -0.258 eV
Relative energy (zero: lowest compared OMol25 entry of this formula, charge and spin): 2.600 eV